Formula: C2H3ClN2O
Source: the OMol25 dataset
Level of theory: the ωB97M-V functional and the def2-TZVPD basis

max |F|: 6.187 eV Å⁻¹
orbital gap: 10.84 eV
energy relative to the best compared isomer or geometry (same formula, charge and spin): 405.34 kJ/mol
lowest unoccupied orbital energy: 0.0268 hartree
SMILES: C#[N+][O-].[H]/N=C\Cl

```
9
Properties=species:S:1:pos:R:3:forces:R:3:mulliken_charge:R:1
C -0.2322 0.1351 -1.0898 -2.79 0.69 -0.20 -0.327
C 0.6010 -0.1621 1.3059 -0.94 3.69 2.13 -0.150
N 0.6665 -0.4765 -1.5992 3.26 -5.04 -1.49 -0.373
N 0.0835 0.7797 1.7778 0.14 -2.40 -1.93 0.396
O -0.6223 1.7237 1.9514 0.13 0.94 0.73 -0.561
Cl -1.8598 -0.4811 -0.7609 0.29 0.26 0.26 -0.139
H 0.8445 -1.1304 1.1473 0.87 -2.25 -0.21 0.372
H -0.0411 1.1601 -1.0620 -0.85 1.97 0.79 0.493
H 0.5598 -1.5486 -1.6704 -0.11 2.14 -0.08 0.290
```
Positions in Å, forces in eV/Å.